Record 1
Below is H18O9 as an isolated structure, with properties calculated with wB97M-V/def2-TZVPD.

Cartesian coordinates (Å):
O1 -0.146 -2.502 1.325
H1 -0.035 -3.195 0.674
H2 0.635 -1.957 1.231
O2 -2.181 0.099 1.205
H3 -2.406 0.407 0.327
H4 -1.230 0.196 1.258
O3 1.790 1.173 0.219
H5 2.480 0.797 0.765
H6 2.258 1.657 -0.461
O4 1.257 2.368 1.903
H7 1.089 1.855 1.112
H8 1.558 3.217 1.580
O5 -1.173 -2.744 -1.494
H9 -2.013 -2.367 -1.233
H10 -0.524 -2.259 -0.986
O6 0.907 -2.028 -0.758
H11 1.365 -1.615 -1.490
H12 1.449 -2.783 -0.531
O7 -1.004 0.303 -2.234
H13 -1.697 0.600 -1.644
H14 -0.518 -0.345 -1.725
O8 -0.189 0.311 0.155
H15 -0.030 -0.574 -0.173
H16 0.676 0.721 0.168
O9 -1.068 3.070 0.449
H17 -0.145 3.321 0.434
H18 -1.109 2.272 -0.078

- electronic energy (eV) = -18714.4669
- orbital gap (eV) = 8.886
- energy relative to the best compared isomer or geometry (same formula, charge and spin) (kJ/mol) = 739.91

Quick look at the Mulliken charges, all values in e: atom 1 (O): -0.57, atom 2 (H): 0.35, atom 3 (H): 0.29, atom 4 (O): -0.65, atom 5 (H): 0.25, atom 6 (H): 0.43, atom 7 (O): -0.54, atom 8 (H): 0.34, atom 9 (H): 0.33, atom 10 (O): -0.74, atom 11 (H): 0.34, atom 12 (H): 0.27, atom 13 (O): -0.69, atom 14 (H): 0.34, atom 15 (H): 0.18, atom 16 (O): -0.70, atom 17 (H): 0.24, atom 18 (H): 0.29, atom 19 (O): -0.61, atom 20 (H): 0.31, atom 21 (H): 0.44, atom 22 (O): -0.76, atom 23 (H): -0.17, atom 24 (H): 1.05, atom 25 (O): -0.60, atom 26 (H): 0.30, atom 27 (H): 0.33

---

Record 2
Below is the molecule H3NO2S, with properties calculated with wB97M-V/def2-TZVPD.

Cartesian coordinates (Å):
N1 1.234 -0.297 0.963
O1 0.069 -0.982 0.192
S1 -0.392 -0.317 -1.154
O2 -1.597 0.769 -0.731
H1 1.046 0.750 1.083
H2 2.109 -0.449 0.537
H3 -2.470 0.527 -0.890

- electronic energy (eV) = -16465.7645
- orbital gap (eV) = 9.572
- energy relative to the best compared isomer or geometry (same formula, charge and spin) (kJ/mol) = 281.40
- SMILES = NOSO

Quick look at the Mulliken charges, all values in e: atom 1 (N): -0.37, atom 2 (O): -0.24, atom 3 (S): 0.22, atom 4 (O): -0.46, atom 5 (H): 0.27, atom 6 (H): 0.25, atom 7 (H): 0.33

---

Record 3
Below is the molecule C3H5ClOS, with properties calculated with wB97M-V/def2-TZVPD.

Cartesian coordinates (Å):
C1 -1.016 1.464 -0.057
O1 0.106 0.670 -0.015
C2 -0.065 -0.630 -0.232
S1 -1.441 -1.471 -0.109
C3 1.233 -1.268 0.065
Cl1 2.679 -0.306 -0.135
H1 -1.685 1.398 0.835
H2 -1.575 1.295 -1.011
H3 -0.770 2.543 -0.092
H4 1.106 -1.470 1.170
H5 1.429 -2.225 -0.420

- electronic energy (eV) = -28596.1276
- orbital gap (eV) = 9.153
- energy relative to the best compared isomer or geometry (same formula, charge and spin) (kJ/mol) = 97.82
- SMILES = COC(=S)CCl

Quick look at the Mulliken charges, all values in e: atom 1 (C): -0.75, atom 2 (O): -0.25, atom 3 (C): 0.30, atom 4 (S): -0.24, atom 5 (C): -0.41, atom 6 (Cl): -0.18, atom 7 (H): 0.31, atom 8 (H): 0.35, atom 9 (H): 0.25, atom 10 (H): 0.26, atom 11 (H): 0.36

---

Record 4
Below is C36H51N4O8P2Tl as an isolated structure, with properties calculated with wB97M-V/def2-TZVPD.

Cartesian coordinates (Å):
Tl1 0.679 -1.157 0.464
C1 -1.848 1.338 3.830
C2 -0.890 0.796 2.954
N1 -1.201 0.034 1.937
C3 -2.499 -0.276 1.696
C4 -3.530 0.174 2.557
C5 -3.158 1.018 3.629
C6 -4.866 -0.241 2.355
C7 -5.129 -1.102 1.326
C8 -4.128 -1.538 0.445
C9 -2.797 -1.125 0.557
N2 -1.763 -1.538 -0.219
C10 -1.973 -2.153 -1.430
C11 -2.990 -1.858 -2.326
C12 -3.071 -2.461 -3.594
C13 -2.152 -3.382 -4.010
C14 -1.099 -3.736 -3.134
C15 -0.115 -4.692 -3.478
C16 0.874 -5.004 -2.592
C17 0.889 -4.347 -1.345
N3 -0.005 -3.458 -0.994
C18 -1.005 -3.137 -1.858
H1 -1.536 1.972 4.649
H2 0.166 0.996 3.106
H3 -3.931 1.389 4.293
H4 -5.644 0.109 3.021
H5 -6.140 -1.461 1.172
H6 -4.401 -2.220 -0.346
H7 -3.727 -1.113 -2.058
H8 -3.883 -2.175 -4.253
H9 -2.216 -3.847 -4.985
H10 -0.163 -5.167 -4.451
H11 1.637 -5.733 -2.827
H12 1.661 -4.568 -0.615
C19 0.105 0.127 -3.388
C20 -0.564 1.482 -3.472
C21 -1.976 1.500 -2.922
O1 0.267 2.487 -2.809
P1 0.414 2.655 -1.258
O2 0.234 1.456 -0.418
C22 2.025 3.445 -1.144
P2 3.418 2.315 -1.372
O3 3.297 1.402 -2.510
O4 4.643 3.333 -1.442
C23 5.670 3.178 -2.464
C24 6.264 4.551 -2.685
C25 6.687 2.153 -2.008
O5 3.590 1.559 0.006
C26 3.932 2.247 1.236
C27 5.293 1.762 1.685
C28 2.834 1.957 2.236
O6 -0.608 3.813 -0.869
C29 -1.501 3.661 0.269
C30 -0.805 4.167 1.515
C31 -2.760 4.431 -0.061
H13 -0.423 -0.582 -4.028
H14 0.067 -0.247 -2.365
H15 1.148 0.198 -3.696
H16 -0.569 1.833 -4.504
H17 -2.000 1.110 -1.901
H18 -2.603 0.855 -3.539
H19 -2.389 2.510 -2.942
H20 2.094 3.936 -0.170
H21 2.084 4.218 -1.911
H22 5.175 2.823 -3.369
H23 6.726 4.916 -1.766
H24 5.498 5.260 -2.996
H25 7.029 4.503 -3.461
H26 7.179 2.487 -1.092
H27 7.449 2.019 -2.777
H28 6.209 1.190 -1.828
H29 3.981 3.322 1.035
H30 5.268 0.682 1.837
H31 5.572 2.241 2.624
H32 6.048 1.993 0.936
H33 2.808 0.890 2.460
H34 1.863 2.237 1.823
H35 3.009 2.507 3.162
H36 -1.724 2.597 0.380
H37 -0.524 5.215 1.393
H38 0.090 3.578 1.722
H39 -1.471 4.081 2.376
H40 -2.533 5.490 -0.200
H41 -3.479 4.332 0.753
H42 -3.216 4.049 -0.974
O7 0.085 -5.726 1.816
C32 0.040 -4.425 2.091
O8 1.034 -3.747 2.193
C33 -1.371 -3.865 2.244
N4 -2.364 -4.952 2.159
C34 -3.045 -5.080 3.466
C35 -2.119 -4.366 4.448
C36 -1.581 -3.208 3.611
H43 -1.489 -3.158 1.422
H44 -0.868 -5.986 1.771
H45 -3.023 -4.772 1.414
H46 -3.195 -6.130 3.720
H47 -4.024 -4.592 3.445
H48 -1.305 -5.029 4.752
H49 -2.643 -4.043 5.347
H50 -0.666 -2.761 3.996
H51 -2.340 -2.427 3.522

- electronic energy (eV) = -83779.6712
- orbital gap (eV) = 6.748
- energy relative to the best compared isomer or geometry (same formula, charge and spin) (kJ/mol) = 0.00

Here are the Mulliken charges for atoms 1 to 99, given in e: atom 1 (Tl): 1.18, atom 2 (C): -0.85, atom 3 (C): -0.66, atom 4 (N): 0.53, atom 5 (C): -0.20, atom 6 (C): 1.49, atom 7 (C): -0.84, atom 8 (C): -1.10, atom 9 (C): -1.04, atom 10 (C): -0.77, atom 11 (C): -0.38, atom 12 (N): 1.50, atom 13 (C): -0.32, atom 14 (C): -0.16, atom 15 (C): -1.17, atom 16 (C): -1.21, atom 17 (C): 1.28, atom 18 (C): -0.77, atom 19 (C): -0.95, atom 20 (C): -0.43, atom 21 (N): -0.03, atom 22 (C): -0.51, atom 23 (H): 0.49, atom 24 (H): 0.34, atom 25 (H): 0.44, atom 26 (H): 0.43, atom 27 (H): 0.40, atom 28 (H): 0.69, atom 29 (H): 0.80, atom 30 (H): 0.41, atom 31 (H): 0.39, atom 32 (H): 0.44, atom 33 (H): 0.41, atom 34 (H): 0.49, atom 35 (C): -0.85, atom 36 (C): 0.37, atom 37 (C): -0.92, atom 38 (O): -0.28, atom 39 (P): -1.79, atom 40 (O): 1.68, atom 41 (C): -0.73, atom 42 (P): 0.33, atom 43 (O): -0.81, atom 44 (O): -0.24, atom 45 (C): 0.67, atom 46 (C): -1.44, atom 47 (C): -1.35, atom 48 (O): -0.21, atom 49 (C): 0.57, atom 50 (C): -1.45, atom 51 (C): -0.76, atom 52 (O): -0.26, atom 53 (C): 2.03, atom 54 (C): -1.21, atom 55 (C): -1.58, atom 56 (H): 0.49, atom 57 (H): -0.31, atom 58 (H): 0.37, atom 59 (H): 0.35, atom 60 (H): -0.15, atom 61 (H): 0.51, atom 62 (H): 0.35, atom 63 (H): 0.37, atom 64 (H): 0.58, atom 65 (H): 0.33, atom 66 (H): 0.31, atom 67 (H): 0.37, atom 68 (H): 0.41, atom 69 (H): 0.24, atom 70 (H): 0.46, atom 71 (H): 0.33, atom 72 (H): 0.40, atom 73 (H): 0.31, atom 74 (H): 0.41, atom 75 (H): 0.21, atom 76 (H): 0.23, atom 77 (H): -0.18, atom 78 (H): 0.47, atom 79 (H): -0.64, atom 80 (H): 0.39, atom 81 (H): 0.03, atom 82 (H): 0.42, atom 83 (H): 0.36, atom 84 (H): 0.39, atom 85 (H): 0.35, atom 86 (O): -0.60, atom 87 (C): -0.44, atom 88 (O): -0.61, atom 89 (C): 2.68, atom 90 (N): -0.68, atom 91 (C): -0.79, atom 92 (C): -0.73, atom 93 (C): -0.58, atom 94 (H): -1.29, atom 95 (H): 0.53, atom 96 (H): 0.30, atom 97 (H): 0.39, atom 98 (H): 0.34, atom 99 (H): 0.32

---

Which of these has the lowest electronic energy?
C36H51N4O8P2Tl